Entry 1:
ORCA calculation (ωB97M-V/def2-TZVPD) on the molecule C3H6FNO2 at a distorted geometry.

The geometry in XYZ format:
```
13
C3H6FNO2 (ωB97M-V/def2-TZVPD)
N 0.279 0.626 1.262
C -0.257 -0.240 0.268
C -1.132 0.337 -0.852
F -0.313 1.165 -1.479
C 0.938 -1.018 -0.436
O 0.694 -1.939 -1.170
O 2.139 -0.689 0.132
H -0.481 0.734 1.939
H 0.721 1.535 0.948
H -0.834 -1.118 0.638
H -2.017 0.906 -0.422
H -1.742 -0.359 -1.617
H 2.006 0.060 0.788
```

## Properties
Relative energy (zero: lowest compared OMol25 entry of this formula, charge and spin): 1.1560 eV
SMILES: N[C@@H](CF)C(=O)O
2S+1: 1
Electronic energy: -11510.1373 eV
LUMO: 0.6 eV
Highest occupied orbital energy: -9.983 eV
Net charge: 0

=====

Entry 2:
ORCA calculation (ωB97M-V/def2-TZVPD) on the molecule C4H5ClN2 at a distorted geometry.

The geometry in XYZ format:
```
12
C4H5ClN2 (ωB97M-V/def2-TZVPD)
N -0.711 -1.466 -2.383
C -0.560 -0.806 -1.457
C -0.266 -0.093 -0.293
N -1.055 1.354 -0.159
Cl -0.130 2.375 -1.268
C 1.149 -0.190 0.358
C -0.117 -0.843 0.967
H -0.987 1.699 0.772
H 1.563 0.653 0.785
H 1.989 -0.525 -0.267
H -0.448 -1.860 1.147
H -0.428 -0.297 1.796
```

## Properties
Relative energy (zero: lowest compared OMol25 entry of this formula, charge and spin): 3.7980 eV
SMILES: N#CC1(NCl)CC1
2S+1: 1
Electronic energy: -19728.1469 eV
LUMO: 0.5 eV
Highest occupied orbital energy: -9.994 eV
Net charge: 0

=====

Entry 3:
ORCA calculation (ωB97M-V/def2-TZVPD) on the molecule C2H5NOS at a distorted geometry.

The geometry in XYZ format:
```
10
C2H5NOS (ωB97M-V/def2-TZVPD)
C -0.539 0.172 -1.230
C -0.912 0.221 0.291
O -1.947 0.390 0.874
N 0.274 0.157 1.082
S 1.855 0.069 0.695
H -0.014 1.081 -1.545
H -1.330 -0.268 -1.923
H 0.367 -0.478 -1.186
H 0.053 -0.048 2.046
H 2.192 -1.295 0.896
```

## Properties
Relative energy (zero: lowest compared OMol25 entry of this formula, charge and spin): 1.1823 eV
SMILES: CC(=O)NS
2S+1: 1
Electronic energy: -16527.1991 eV
LUMO: 0.6 eV
Highest occupied orbital energy: -9.393 eV
Net charge: 0

=====

Entry 4:
ORCA calculation (ωB97M-V/def2-TZVPD) on a 2-piece molecular cluster, C5H9N3O2 overall at a distorted geometry.

The geometry in XYZ format:
```
19
C5H9N3O2 (ωB97M-V/def2-TZVPD)
C -0.956 -1.454 -2.504
C -0.770 -0.106 -0.895
C 0.450 -1.058 1.758
C -0.151 1.228 1.019
C 0.895 0.332 1.525
N -0.548 -1.389 -1.231
N -1.458 -0.354 -3.020
N -1.300 0.544 -2.041
O 0.226 2.395 0.558
O 2.086 0.575 0.696
H -1.010 -2.425 -2.858
H -0.490 -1.005 2.157
H 0.258 -1.452 0.822
H 1.104 -1.646 2.374
H -1.133 1.150 1.379
H 1.103 0.801 2.436
H -1.470 1.485 -2.331
H 1.115 2.270 0.268
H 2.049 0.112 -0.112
```

## Properties
Relative energy (zero: lowest compared OMol25 entry of this formula, charge and spin): 4.1200 eV
2S+1: 1
Electronic energy: -13892.4613 eV
LUMO: 0.4 eV
Highest occupied orbital energy: -9.058 eV
Net charge: 0

=====

Entry 5:
ORCA calculation (ωB97M-V/def2-TZVPD) on C6H8I2NO2PS as an isolated structure at a distorted geometry.

The geometry in XYZ format:
```
21
C6H8I2NO2PS (ωB97M-V/def2-TZVPD)
C 1.220 0.810 0.408
C -0.974 0.755 -0.084
C -0.024 1.550 0.846
C 0.041 -0.074 -0.849
C 0.455 3.726 1.632
C -1.229 -4.204 -1.921
N 2.412 0.768 0.666
O -2.162 0.746 -0.129
O 0.007 2.916 0.566
P 0.193 -1.875 -0.700
S -1.552 -2.412 -1.731
I 3.734 -0.463 -0.259
I -0.330 -2.102 1.701
H -0.258 1.348 1.906
H 0.288 0.292 -1.841
H -0.267 3.712 2.454
H 0.531 4.733 1.226
H 1.434 3.401 1.997
H -1.488 -4.475 -2.940
H -1.851 -4.744 -1.215
H -0.179 -4.408 -1.732
```

## Properties
2S+1: 3
Electronic energy: -48255.9733 eV
LUMO (alpha / beta): -1.0 / -3.6 eV
Highest occupied orbital energy (alpha / beta): -5.343 / -8.936 eV
Net charge: 0

=====

Entry 6:
ORCA calculation (ωB97M-V/def2-TZVPD) on the molecule H2S.

The geometry in XYZ format:
```
3
H2S (ωB97M-V/def2-TZVPD)
S 0.137 -0.021 -0.038
H -0.331 0.299 1.164
H -1.075 -0.038 -0.598
```

## Properties
Relative energy (zero: lowest compared OMol25 entry of this formula, charge and spin): 0.0022 eV
SMILES: S
2S+1: 1
Electronic energy: -10867.5117 eV
LUMO: 1.0 eV
Highest occupied orbital energy: -9.816 eV
Net charge: 0

=====

Entry 7:
ORCA calculation (ωB97M-V/def2-TZVPD) on C3H4LiLuO4 as an isolated structure at a distorted geometry.

The geometry in XYZ format:
```
13
C3H4LiLuO4 (ωB97M-V/def2-TZVPD)
O 0.402 0.340 0.599
C 1.607 -0.105 0.043
C -0.756 0.311 -0.003
O 2.282 0.838 -0.382
O 1.741 -1.307 -0.158
C -1.970 -0.054 0.653
Lu 3.944 2.394 -0.350
H -2.643 0.803 0.760
H -1.743 -0.415 1.664
Li 1.832 -2.924 0.783
O -0.927 -0.038 -1.272
H -1.431 0.655 -1.767
H -2.338 -0.497 -0.570
```

## Properties
2S+1: 1
Electronic energy: -45137.7052 eV
LUMO: -20.3 eV
Highest occupied orbital energy: -24.819 eV
Net charge: +4

=====

Entry 8:
ORCA calculation (ωB97M-V/def2-TZVPD) on a 2-piece molecular cluster, C3H3Br2O3 overall at a distorted geometry.

The geometry in XYZ format:
```
11
C3H3Br2O3 (ωB97M-V/def2-TZVPD)
C -0.424 0.529 -1.345
C 0.112 1.270 1.043
C 0.667 0.856 -0.086
O -1.383 -0.084 -0.958
O -0.084 1.096 -2.382
O -0.605 -2.708 0.112
Br 0.993 1.727 2.704
Br 2.481 0.135 -0.211
H -0.981 1.509 1.141
H 0.269 -2.265 0.382
H -1.045 -2.063 -0.399
```

## Properties
Relative energy (zero: lowest compared OMol25 entry of this formula, charge and spin): 1.3859 eV
2S+1: 1
Electronic energy: -149388.3771 eV
LUMO: 3.0 eV
Highest occupied orbital energy: -5.190 eV
Net charge: -1

=====

Entry 9:
ORCA calculation (ωB97M-V/def2-TZVPD) on C14H16Cl3O7Pd as an isolated structure at a distorted geometry.

The geometry in XYZ format:
```
41
C14H16Cl3O7Pd (ωB97M-V/def2-TZVPD)
Pd -0.247 -0.283 0.141
O -1.621 -2.756 3.482
C -0.924 -2.178 2.509
O -1.276 -2.097 1.356
C 0.358 -1.623 3.060
O 1.225 -1.214 2.015
C 2.058 -2.137 1.474
C 1.471 -2.881 0.010
O 1.967 -3.988 -0.061
O 0.748 -2.118 -0.657
H -2.458 -3.061 3.116
H 0.827 -2.342 3.717
H 0.112 -0.736 3.627
H 2.285 -2.966 2.137
H 2.933 -1.641 1.061
Cl 2.545 -0.084 -6.485
C 2.290 0.023 -4.821
C 0.955 0.039 -4.347
C 0.745 0.130 -3.021
Cl -0.861 0.122 -2.407
C 1.863 0.248 -2.067
O 1.706 0.400 -0.870
C 3.216 0.177 -2.640
Cl 4.531 0.246 -1.569
C 3.410 0.081 -3.976
H 0.126 -0.031 -5.041
H 4.412 0.043 -4.385
C -2.478 2.419 2.444
C -2.077 1.876 1.083
C -3.308 1.417 0.324
C -1.321 2.942 0.312
O -1.227 0.759 1.405
H -3.115 3.297 2.301
H -1.593 2.713 3.017
H -3.033 1.665 3.011
H -3.971 2.259 0.103
H -3.858 0.677 0.912
H -3.019 0.956 -0.621
H -1.919 3.855 0.230
H -1.091 2.604 -0.699
H -0.385 3.185 0.823
```

## Properties
Relative energy (zero: lowest compared OMol25 entry of this formula, charge and spin): 3.7753 eV
2S+1: 1
Electronic energy: -70145.6901 eV
LUMO (alpha / beta): -7.6 / -7.6 eV
Highest occupied orbital energy (alpha / beta): -10.930 / -10.959 eV
Net charge: +1

=====

Entry 10:
ORCA calculation (ωB97M-V/def2-TZVPD) on a 2-piece molecular cluster, C4H6O overall at a distorted geometry.

The geometry in XYZ format:
```
11
C4H6O (ωB97M-V/def2-TZVPD)
C -1.266 -0.609 -0.742
C -2.033 -0.501 0.485
C -2.041 0.577 -0.619
C 1.764 -0.119 0.038
O -3.145 0.387 0.246
H 1.563 0.283 -1.026
H -1.667 -0.522 1.505
H -1.822 1.624 -0.773
H 1.390 0.741 0.552
H 2.814 -0.284 0.413
H 1.033 -0.664 0.562
```

## Properties
Relative energy (zero: lowest compared OMol25 entry of this formula, charge and spin): 5.8844 eV
2S+1: 1
Electronic energy: -6286.0335 eV
LUMO: 0.5 eV
Highest occupied orbital energy: -9.570 eV
Net charge: 0

=====

Entry 11:
ORCA calculation (ωB97M-V/def2-TZVPD) on a 11-piece molecular cluster, C63H151F8N7O20P3S8 overall at a distorted geometry.

The geometry in XYZ format:
```
260
C63H151F8N7O20P3S8 (ωB97M-V/def2-TZVPD)
C 0.236 1.521 -0.816
C 0.109 0.264 0.014
C -0.214 -0.957 -0.847
O 1.168 0.042 0.901
H -0.530 1.583 -1.589
H 1.228 1.714 -1.226
H 0.031 2.402 -0.208
H -0.778 0.409 0.631
H -1.201 -0.854 -1.297
H -0.483 -1.827 -0.249
H 0.550 -1.192 -1.588
C 1.272 -4.083 0.466
C 0.721 -3.633 1.807
C 0.948 -4.810 2.838
O 0.542 -4.414 4.152
C 1.178 -4.984 5.251
N 1.559 -2.421 2.394
H 1.501 -1.551 1.884
H 1.189 -2.182 3.303
H 2.505 -2.750 2.526
H 2.360 -4.146 0.444
H 0.958 -3.425 -0.345
H 0.874 -5.065 0.210
H -0.302 -3.255 1.817
H 1.914 -5.315 2.839
H 0.234 -5.606 2.625
H 2.243 -5.034 5.021
H 0.597 -5.880 5.468
H 1.023 -4.284 6.071
C 0.328 3.831 -5.031
C 1.103 5.159 -5.112
C 2.063 5.061 -6.366
O 3.042 4.074 -6.041
C 4.031 3.950 -7.020
N 0.135 6.323 -5.345
H -0.526 6.450 -4.592
H 0.727 7.121 -5.526
H -0.422 6.232 -6.183
H 1.036 3.012 -5.158
H -0.496 3.805 -5.744
H -0.140 3.677 -4.059
H 1.760 5.307 -4.255
H 2.471 6.030 -6.652
H 1.505 4.705 -7.232
H 4.555 3.182 -6.451
H 4.582 4.873 -7.203
H 3.798 3.462 -7.967
C -3.235 1.824 -2.536
C -4.169 1.900 -3.735
C -3.427 1.952 -5.111
O -2.686 0.760 -5.440
C -1.764 0.824 -6.520
N -5.061 0.661 -3.754
H -4.639 -0.041 -4.344
H -5.277 0.184 -2.890
H -5.935 0.958 -4.165
H -2.611 0.931 -2.575
H -3.664 2.018 -1.553
H -2.411 2.523 -2.685
H -4.820 2.739 -3.489
H -2.900 2.903 -5.199
H -4.214 2.048 -5.859
H -1.096 1.673 -6.380
H -2.334 0.748 -7.446
H -1.109 -0.045 -6.592
C -0.425 -1.192 5.980
C -0.147 0.169 6.526
C 0.188 1.068 5.355
C -1.011 1.292 4.456
P -1.062 2.929 3.523
C 0.600 3.304 2.887
C 0.765 4.609 2.022
C 2.217 4.797 1.568
C 2.502 6.090 0.742
C -2.217 2.822 2.124
C -3.057 4.070 1.840
C -3.943 3.980 0.570
C -5.042 5.060 0.531
C -1.499 4.327 4.596
C -0.385 4.926 5.436
C -0.996 5.752 6.608
C -2.022 6.879 6.199
H -0.485 -1.930 6.780
H 0.375 -1.607 5.368
H -1.274 -1.195 5.296
H 0.665 0.192 7.253
H -0.984 0.546 7.114
H 0.945 0.628 4.706
H 0.572 2.003 5.762
H -1.885 1.427 5.093
H -1.248 0.495 3.751
H 0.825 2.402 2.317
H 1.350 3.292 3.678
H 0.538 5.462 2.661
H 0.038 4.601 1.210
H 2.667 3.989 0.991
H 2.943 4.808 2.382
H 3.479 6.550 0.887
H 1.803 6.918 0.858
H 2.540 5.920 -0.334
H -2.791 1.918 2.327
H -1.562 2.629 1.274
H -2.397 4.937 1.851
H -3.768 4.196 2.657
H -4.467 3.026 0.632
H -3.376 3.858 -0.352
H -5.698 5.040 -0.340
H -4.697 6.091 0.616
H -5.727 4.958 1.372
H -2.197 3.844 5.279
H -2.184 5.064 4.177
H 0.252 5.508 4.770
H 0.352 4.206 5.792
H -0.112 6.102 7.142
H -1.435 5.086 7.351
H -2.203 7.432 7.121
H -3.021 6.574 5.888
H -1.640 7.618 5.495
C 5.478 1.732 -3.758
C 5.565 1.711 -2.203
C 4.144 1.442 -1.653
C 4.122 1.770 -0.139
P 4.763 0.490 0.929
C 4.293 -1.260 0.316
C 5.072 -1.858 -0.788
C 4.246 -2.890 -1.579
C 4.921 -3.524 -2.838
C 6.531 0.586 1.000
C 7.043 -0.180 2.201
C 8.541 -0.051 2.312
C 9.108 -0.484 3.645
C 4.098 0.849 2.583
C 4.694 2.172 3.196
C 4.885 2.191 4.756
C 3.559 1.832 5.401
H 4.858 0.967 -4.224
H 6.454 1.727 -4.245
H 4.952 2.620 -4.109
H 5.925 2.692 -1.892
H 6.306 0.975 -1.891
H 3.765 0.464 -1.949
H 3.527 2.165 -2.187
H 3.155 1.890 0.350
H 4.592 2.721 0.114
H 3.239 -1.214 0.042
H 4.380 -1.904 1.190
H 5.800 -2.471 -0.257
H 5.644 -1.178 -1.418
H 3.252 -2.525 -1.840
H 4.143 -3.684 -0.840
H 5.048 -2.734 -3.578
H 4.226 -4.240 -3.278
H 5.904 -3.961 -2.661
H 6.751 1.653 1.024
H 6.963 0.138 0.105
H 6.708 -1.213 2.113
H 6.611 0.233 3.112
H 8.763 1.010 2.204
H 9.008 -0.520 1.446
H 9.168 0.277 4.422
H 10.093 -0.943 3.557
H 8.485 -1.241 4.121
H 4.325 -0.057 3.146
H 3.010 0.891 2.541
H 3.973 2.937 2.909
H 5.693 2.423 2.841
H 5.264 3.110 5.204
H 5.626 1.461 5.082
H 3.663 1.445 6.415
H 3.031 1.075 4.821
H 2.981 2.756 5.370
C -6.763 -8.789 -2.106
C -5.298 -8.530 -2.027
C -4.764 -7.889 -3.253
C -3.267 -7.625 -3.279
P -2.766 -5.935 -2.530
C -3.607 -4.538 -3.391
C -3.586 -4.618 -4.910
C -3.857 -3.243 -5.562
C -4.001 -3.299 -7.088
C -1.043 -5.565 -2.463
C -0.506 -4.209 -3.013
C 1.001 -4.258 -3.390
C 1.315 -3.039 -4.353
C -3.326 -5.861 -0.827
C -2.981 -4.688 0.037
C -2.836 -4.959 1.550
C -2.921 -3.717 2.408
H -7.067 -9.360 -2.983
H -7.403 -7.913 -2.213
H -7.077 -9.252 -1.171
H -4.755 -9.445 -1.789
H -5.067 -7.952 -1.132
H -5.172 -6.921 -3.543
H -5.061 -8.496 -4.108
H -2.952 -7.727 -4.317
H -2.736 -8.364 -2.679
H -3.302 -3.569 -2.995
H -4.643 -4.776 -3.148
H -4.176 -5.415 -5.360
H -2.618 -4.947 -5.288
H -3.129 -2.487 -5.267
H -4.783 -2.841 -5.150
H -4.347 -2.309 -7.384
H -4.864 -3.946 -7.249
H -3.039 -3.612 -7.493
H -0.604 -6.358 -3.067
H -0.607 -5.725 -1.476
H -0.804 -3.535 -2.210
H -1.138 -3.913 -3.850
H 1.204 -5.203 -3.895
H 1.638 -4.184 -2.509
H 0.954 -3.257 -5.358
H 2.376 -2.805 -4.440
H 0.778 -2.127 -4.093
H -3.001 -6.821 -0.426
H -4.409 -5.959 -0.900
H -3.675 -3.862 -0.113
H -2.020 -4.200 -0.121
H -1.952 -5.505 1.878
H -3.646 -5.618 1.863
H -3.804 -3.683 3.046
H -2.891 -2.784 1.846
H -2.108 -3.764 3.132
N 4.032 -3.149 3.380
S 5.167 -4.129 3.258
O 5.012 -5.401 3.971
O 6.535 -3.555 3.129
F 4.802 -4.475 1.743
S 4.442 -2.697 4.942
O 5.698 -1.968 5.188
O 3.955 -3.561 6.014
F 3.476 -1.390 5.011
N -1.310 6.734 -3.070
S -0.758 6.560 -1.736
O -0.492 5.247 -1.249
O -0.803 7.666 -0.795
F 0.759 6.929 -2.302
S -2.839 6.168 -2.629
O -3.442 6.812 -1.471
O -3.003 4.761 -2.933
F -3.594 6.864 -3.839
N -4.233 2.052 4.296
S -5.583 2.882 5.036
O -6.089 2.238 6.227
O -6.563 3.406 4.091
F -4.829 4.212 5.622
S -5.053 0.825 4.183
O -6.242 0.825 3.296
O -5.041 -0.080 5.339
F -3.961 -0.017 3.253
N -5.672 -0.326 -1.306
S -4.958 -0.789 -0.034
O -3.703 -1.504 -0.215
O -5.735 -1.117 1.176
F -4.517 0.706 0.354
S -6.499 -1.814 -1.499
O -7.815 -1.835 -0.822
O -5.746 -3.066 -1.601
F -6.927 -1.437 -3.065
```

## Properties
2S+1: 1
Electronic energy: -255431.9065 eV
LUMO: -2.6 eV
Highest occupied orbital energy: -9.303 eV
Net charge: +1

=====

Entry 12:
ORCA calculation (ωB97M-V/def2-TZVPD) on C33H39BeN2PS as an isolated structure at a distorted geometry.

The geometry in XYZ format:
```
77
C33H39BeN2PS (ωB97M-V/def2-TZVPD)
Be 0.503 0.335 0.821
C 2.328 -5.195 -0.607
C 2.957 -4.829 0.577
C 3.017 -3.497 0.953
C 2.450 -2.515 0.142
C 1.811 -2.891 -1.036
C 1.751 -4.227 -1.412
P 2.519 -0.728 0.539
C 4.314 -0.385 0.549
C 4.691 0.823 1.142
C 6.028 1.158 1.262
C 7.003 0.299 0.774
C 6.633 -0.881 0.146
C 5.292 -1.222 0.025
C 2.062 -0.722 2.291
C 2.855 -1.053 3.385
C 2.250 -1.160 4.627
C 0.879 -0.952 4.745
C 0.118 -0.573 3.648
C 0.689 -0.417 2.384
H 2.292 -6.237 -0.898
H 3.411 -5.584 1.207
H 3.496 -3.215 1.881
H 1.353 -2.128 -1.655
H 1.266 -4.508 -2.338
H 3.919 1.488 1.515
H 6.311 2.087 1.742
H 8.051 0.549 0.881
H 7.393 -1.544 -0.246
H 5.016 -2.145 -0.468
H 3.922 -1.216 3.278
H 2.840 -1.406 5.501
H 0.405 -1.076 5.712
H -0.942 -0.379 3.785
C -5.415 4.147 -0.292
C -4.326 3.553 -1.182
C -3.205 2.905 -0.373
C -1.986 2.526 -1.209
N -2.220 1.387 -2.075
C -1.944 0.102 -1.829
S -1.159 -0.538 -0.469
N -2.379 -0.751 -2.790
C -2.541 -2.190 -2.609
C -3.871 -2.550 -1.943
C -5.084 -2.143 -2.778
C -6.395 -2.637 -2.175
H -6.202 4.605 -0.893
H -4.996 4.915 0.360
H -5.872 3.381 0.337
H -3.907 4.353 -1.802
H -4.775 2.818 -1.858
H -3.577 2.009 0.133
H -2.861 3.598 0.399
H -1.159 2.289 -0.556
H -1.687 3.368 -1.838
H -2.764 1.568 -2.904
H -2.990 -0.355 -3.487
H -1.707 -2.543 -2.008
H -2.484 -2.652 -3.597
H -3.910 -2.066 -0.963
H -3.893 -3.631 -1.784
H -4.971 -2.552 -3.788
H -5.126 -1.053 -2.867
H -6.415 -3.727 -2.142
H -7.247 -2.294 -2.764
H -6.518 -2.262 -1.158
C 1.626 4.808 0.748
C 0.769 4.286 1.708
C 0.426 2.942 1.674
C 0.909 2.057 0.696
C 1.788 2.620 -0.240
C 2.135 3.966 -0.231
H 1.905 5.854 0.769
H 0.384 4.928 2.493
H -0.248 2.558 2.436
H 2.210 1.987 -1.018
H 2.803 4.362 -0.988
```

## Properties
Relative energy (zero: lowest compared OMol25 entry of this formula, charge and spin): 0.1342 eV
2S+1: 1
Electronic energy: -58360.8000 eV
LUMO: 0.3 eV
Highest occupied orbital energy: -7.989 eV
Net charge: 0